Record 1
Density functional theory data (ωB97M-V/def2-TZVPD) for a molecular structure, C6H12N2O in a non-equilibrium geometry.

2S+1 = 1
gap between HOMO and LUMO = 9.0 eV
strongest force on any atom = 6.15 eV Å⁻¹
HOMO energy = -8.56 eV

Structure (XYZ):
```
21
Properties=species:S:1:pos:R:3:forces:R:3
C -0.805623 0.285875 -0.607705 0.350 -0.209 2.556
C -0.941193 -0.688458 -1.820585 -0.799 1.088 2.461
C -1.369114 -1.122318 -0.380277 -1.872 -0.798 -1.217
C 0.663810 0.761724 -0.021227 -0.641 -2.168 -0.151
C 1.474510 0.105590 1.994554 1.517 0.323 -0.686
C 1.633173 -0.362155 0.344356 -1.031 -3.800 1.963
H -1.370376 2.263337 -0.944335 -1.179 -1.000 1.421
H -2.635205 1.411570 0.491812 4.363 0.181 -4.288
H -1.898485 -0.503040 -2.250162 0.141 0.258 -1.652
H -0.106841 -1.210717 -2.306553 -0.522 0.518 -0.316
H -0.704783 -1.973040 -0.126171 -1.048 1.157 0.943
H -2.582780 -1.300229 -0.333636 3.341 0.671 0.222
H 0.979095 1.424519 -0.776333 0.667 0.782 -1.178
H 0.264881 1.834113 1.825919 1.538 -0.696 -1.421
H 2.614986 0.365667 2.364465 -2.976 -1.219 -0.205
H 0.716899 -0.258407 2.891704 2.067 0.334 -2.681
H 2.698726 -0.137559 0.240849 -0.283 -0.466 -0.874
H 0.851557 -1.769824 -1.365494 1.982 -0.295 5.817
N -1.750796 1.394906 -0.485703 -2.417 -0.252 1.802
N 1.041028 1.322004 1.278753 -3.751 2.093 2.187
O 1.226529 -1.843560 -0.014233 0.552 3.496 -4.703
```
Forces are in eV/Å.


Record 2
Density functional theory data (ωB97M-V/def2-TZVPD) for a molecular structure, C5H6AgLiO4 in a non-equilibrium geometry.

2S+1 = 3
gap between HOMO and LUMO (alpha / beta) = 4.5 / 7.2 eV
strongest force on any atom = 6.92 eV Å⁻¹
HOMO energy (alpha / beta) = -5.28 / -9.34 eV

Structure (XYZ):
```
17
Properties=species:S:1:pos:R:3:forces:R:3
O -3.512293 -1.091007 -0.313127 -0.131 -0.190 0.436
C -2.623862 -0.398106 0.246175 -1.001 0.386 -0.273
O -2.879564 0.424149 1.161776 0.018 0.167 0.228
O -1.376652 -0.549063 -0.219367 1.279 -0.450 -0.737
C -0.511490 0.582760 -0.341702 -0.463 1.023 0.432
Li -4.716146 -0.255085 0.978308 0.791 -0.046 -0.311
H -1.123863 1.445700 -0.637293 0.176 -0.257 -0.422
H -0.138660 0.904681 0.638935 0.010 -0.290 -0.029
C 0.690670 0.337061 -1.297857 -1.727 -0.681 0.920
C 1.802301 -0.316352 -0.556522 2.672 -0.253 -2.984
H 0.908528 1.319756 -1.746915 0.599 -0.409 0.281
H 0.376757 -0.309670 -2.131338 0.032 0.154 0.117
Ag 4.533184 0.574034 1.736152 2.958 2.148 0.312
O 2.969388 -0.528522 1.521118 -5.350 -3.231 -2.982
C 1.904566 -0.660106 0.747034 0.572 1.123 5.042
H 2.740954 -0.650982 -1.073654 -0.811 0.967 -0.098
H 0.956176 -0.829243 1.288278 0.376 -0.161 0.070
```
Forces are in eV/Å.


Record 3
Density functional theory data (ωB97M-V/def2-TZVPD) for a molecular structure, C40H51AuBN5P2S in a non-equilibrium geometry.

2S+1 = 1
gap between HOMO and LUMO = 8.1 eV
strongest force on any atom = 1.55 eV Å⁻¹
HOMO energy = -7.56 eV

Structure (XYZ):
```
101
Properties=species:S:1:pos:R:3:forces:R:3
Au 0.596400 -0.883800 -0.321300 0.705 0.317 0.190
B -2.671700 -3.879000 -1.888000 -0.413 -0.283 -0.172
C -1.605200 -2.965400 -1.262400 1.172 0.895 0.474
N -0.771100 -2.270900 -0.853300 -0.993 -0.996 -0.352
H -2.587900 -3.695700 -3.077500 -0.063 -0.027 -0.220
H -3.749400 -3.546700 -1.459100 -0.192 0.029 0.068
H -2.401400 -5.008200 -1.583200 0.009 -0.221 0.016
C 4.111000 0.553800 -0.183700 -0.060 -0.535 0.385
P 2.320900 0.565700 -0.668400 0.433 0.370 -0.420
C 1.925600 2.222900 -0.034000 -0.229 -0.076 0.059
C 1.337700 3.220900 -0.800100 0.084 -0.138 -0.034
C 0.996100 4.429200 -0.216300 -0.051 0.113 -0.071
C 1.252200 4.651200 1.125100 -0.071 0.104 0.021
C 1.815000 3.649700 1.900200 -0.010 0.070 0.168
C 2.125700 2.431600 1.331500 0.071 -0.006 -0.143
C 2.480100 0.717900 -2.471100 -0.078 0.011 -0.057
C 3.208200 1.741300 -3.071300 -0.023 -0.072 0.064
C 3.323300 1.791600 -4.447800 0.096 0.162 -0.037
C 2.716100 0.826400 -5.236700 -0.017 -0.012 -0.037
C 1.996500 -0.196900 -4.645500 0.010 0.050 -0.150
C 1.886300 -0.254400 -3.268300 -0.076 -0.018 0.054
P 4.740300 -1.151600 0.203700 0.012 0.289 -0.285
C 6.543600 -0.796000 0.129600 -0.070 -0.133 0.187
C 7.395500 -1.801900 -0.320500 -0.033 0.011 0.028
C 8.765100 -1.618100 -0.334300 0.063 -0.076 -0.015
C 9.312200 -0.430100 0.122200 0.041 0.052 -0.014
C 8.476900 0.569900 0.588700 0.133 0.081 0.029
C 7.104200 0.388000 0.599200 -0.120 -0.055 -0.034
C 4.554300 -1.918500 -1.452400 -0.028 -0.083 0.287
C 3.854300 -3.115600 -1.537500 0.008 0.123 0.101
C 3.747200 -3.780300 -2.746300 -0.053 -0.129 -0.177
C 4.337100 -3.248200 -3.879000 -0.061 -0.090 -0.011
C 5.019900 -2.044600 -3.805400 0.127 0.145 -0.084
C 5.133800 -1.383300 -2.598300 -0.046 -0.034 -0.029
H 4.217500 1.150100 0.727900 -0.010 -0.048 -0.224
H 4.693900 1.012600 -0.990500 -0.144 0.014 0.175
H 1.135300 3.043200 -1.846900 -0.040 0.021 -0.035
H 0.518100 5.193400 -0.814200 0.020 0.039 -0.006
H 0.995500 5.598600 1.575300 -0.018 0.091 0.026
H 2.002400 3.818500 2.952400 -0.033 -0.017 0.042
H 2.505700 1.629700 1.955100 0.058 0.031 0.006
H 3.678500 2.500300 -2.458600 0.022 0.071 -0.012
H 3.877800 2.596900 -4.906700 0.065 0.054 -0.062
H 2.802800 0.877200 -6.311600 0.011 0.012 -0.111
H 1.509500 -0.942300 -5.257100 0.017 -0.106 -0.027
H 1.339800 -1.062900 -2.797100 -0.014 0.032 -0.033
H 6.970800 -2.731600 -0.671200 0.028 -0.104 -0.078
H 9.408200 -2.402500 -0.705600 0.051 -0.079 -0.010
H 10.382600 -0.284800 0.114100 0.069 0.015 -0.010
H 8.897200 1.500200 0.943800 0.015 0.060 0.042
H 6.475100 1.179900 0.978000 -0.072 0.094 0.016
H 3.399800 -3.528700 -0.648300 -0.049 -0.041 0.080
H 3.214000 -4.717400 -2.802100 -0.070 -0.074 -0.004
H 4.275400 -3.774500 -4.819500 -0.048 -0.044 -0.103
H 5.477100 -1.625800 -4.690300 0.024 0.033 -0.080
H 5.690700 -0.458000 -2.545200 0.058 0.086 0.005
N -0.193800 -0.070400 6.174300 -0.081 0.009 0.309
C -0.001800 -0.218500 4.834800 -0.022 -0.027 -0.401
C -0.349400 0.788600 3.925800 0.089 -0.130 0.148
C -0.147200 0.570600 2.579900 -0.037 0.227 0.288
N 0.379700 -0.545200 2.095700 -0.172 -0.079 -0.140
C 0.693800 -1.511400 2.946200 0.046 -0.064 0.269
C 0.515400 -1.408100 4.307700 0.000 0.098 0.097
H -0.415900 0.839800 6.539900 0.073 -0.121 0.021
H 0.241200 -0.729400 6.797400 -0.066 0.147 0.011
H -0.764100 1.723000 4.273500 -0.061 0.116 0.016
H -0.407800 1.317500 1.843000 -0.094 0.094 0.056
H 1.116000 -2.400700 2.502200 0.046 -0.201 0.031
H 0.771800 -2.225700 4.965000 0.064 -0.100 0.018
C -3.111900 -1.940300 1.680700 0.025 0.103 0.213
C -3.724500 -0.992700 2.702000 -0.142 -0.094 -0.176
C -4.683300 0.018800 2.074800 0.298 -0.013 0.107
C -4.005800 1.008800 1.125900 -0.262 0.339 0.388
N -3.881400 0.489900 -0.215200 -0.121 -0.604 -0.452
C -2.791600 0.562600 -0.989200 -0.105 0.102 -0.399
S -1.410000 1.397300 -0.546600 0.631 0.489 0.189
N -2.820100 -0.004500 -2.204300 0.130 -0.174 0.026
C -3.922700 -0.687200 -2.842900 -0.412 0.234 -0.022
C -4.977300 0.294100 -3.360300 0.010 -0.418 -0.068
C -6.137400 -0.410300 -4.057000 0.055 0.302 0.089
C -7.145700 0.604600 -4.580200 0.076 -0.245 0.020
H -2.529400 -2.711200 2.178800 0.121 -0.108 -0.007
H -2.449900 -1.411000 1.001800 0.099 -0.001 -0.075
H -3.881100 -2.434100 1.091900 -0.089 -0.109 -0.139
H -2.920700 -0.456200 3.212000 -0.034 0.034 0.141
H -4.272300 -1.569200 3.453800 0.062 0.052 0.033
H -5.175400 0.580900 2.872100 -0.030 0.052 -0.077
H -5.464200 -0.520100 1.532600 -0.176 -0.006 0.007
H -3.007200 1.269100 1.482100 -0.089 -0.007 -0.041
H -4.599100 1.931700 1.088000 0.143 -0.032 0.011
H -4.616000 -0.129900 -0.523100 -0.025 0.043 -0.003
H -1.948100 0.046600 -2.707400 -0.029 0.064 0.178
H -4.371800 -1.416600 -2.161000 0.083 -0.076 -0.073
H -3.500700 -1.252800 -3.672800 -0.062 -0.130 0.092
H -4.503900 0.981800 -4.063300 0.053 0.107 0.025
H -5.359900 0.888600 -2.528000 -0.009 0.120 0.004
H -6.626900 -1.090100 -3.358200 -0.010 -0.117 0.023
H -5.757100 -1.014400 -4.882700 0.025 -0.076 -0.009
H -7.562000 1.184700 -3.760100 -0.087 0.100 0.076
H -7.962300 0.112100 -5.101400 -0.121 0.019 -0.074
H -6.661000 1.294000 -5.267500 -0.010 0.108 -0.116
```
Forces are in eV/Å.


Record 4
Density functional theory data (ωB97M-V/def2-TZVPD) for 8 unconnected molecules or ions with the total composition C24H62N14O8 in a non-equilibrium geometry.

2S+1 = 1
gap between HOMO and LUMO = 7.5 eV
SMILES = CC1(C)CCCC(C)(C)N1O.CC1(C)CCCC(C)(C)N1O.NC(N)=O.NC(N)=O.NC(N)=O.NC(N)=O.NC(N)=O.NC(N)=O
strongest force on any atom = 9.14 eV Å⁻¹
HOMO energy = -7.53 eV

Structure (XYZ):
```
108
Properties=species:S:1:pos:R:3:forces:R:3
C 0.064923 -3.989883 -2.610240 -1.371 -0.103 -0.253
C -1.078987 -2.918483 -2.599550 0.438 0.679 -0.103
C -0.387337 -1.649413 -3.150880 -1.662 0.979 0.206
C -1.360227 -0.512403 -3.641930 0.084 -1.691 -0.790
C -2.107407 -1.089143 -4.834260 1.046 -1.353 -0.291
C -2.887877 -2.373253 -4.427450 -2.108 -1.031 -0.340
N -2.156157 -3.368053 -3.549020 2.070 2.325 -0.666
O -2.894007 -4.475133 -3.126570 -0.339 0.401 0.263
C -4.188307 -1.901713 -3.802720 -0.617 -0.236 1.566
C -3.343447 -3.178623 -5.673440 2.150 0.049 -0.916
C -1.605997 -2.525373 -1.158650 -0.522 -2.853 -2.211
H -0.292567 -4.917163 -2.162520 0.283 0.021 0.542
H 1.014853 -3.630833 -2.214230 -0.247 -0.044 0.391
H 0.224183 -4.270463 -3.651400 0.110 0.247 -0.188
H 0.087323 -1.209453 -2.273820 0.928 -0.337 -0.252
H 0.274873 -1.965813 -3.956780 0.280 0.496 0.039
H -0.779477 0.339397 -3.995850 -0.089 0.246 0.489
H -2.127477 -0.279503 -2.903560 0.443 0.491 0.364
H -1.355247 -1.359203 -5.575480 0.290 -0.303 -0.101
H -2.707997 -0.377913 -5.401310 -0.620 -0.087 0.466
H -3.999397 -1.536603 -2.793210 -0.043 0.494 0.060
H -4.746077 -1.157653 -4.371370 0.305 0.082 -0.151
H -4.879747 -2.724023 -3.618810 0.071 -0.249 -0.217
H -2.413557 -3.504153 -6.139730 0.385 -0.080 -0.204
H -3.849117 -4.136423 -5.550870 -0.597 0.516 0.579
H -3.769507 -2.560063 -6.463350 -0.599 0.080 0.337
H -2.237667 -3.396813 -0.986340 -0.502 0.166 0.629
H -2.255267 -1.661733 -1.302380 0.358 0.006 0.669
H -0.825617 -2.618443 -0.403370 0.059 0.867 -0.046
H -2.519617 -5.192423 -3.643220 -0.025 -0.218 -0.051
C 3.511633 -1.798753 -2.720980 -1.743 0.022 -2.771
C 4.029453 -1.619193 -1.379820 1.695 -0.185 1.618
C 5.441113 -0.993343 -1.498430 0.614 -1.987 1.520
C 5.510683 0.413447 -1.829820 -0.774 2.244 -1.109
C 4.702293 1.265787 -0.832450 0.666 -0.927 -0.065
C 3.242273 0.817467 -0.775120 -0.392 0.550 0.465
N 3.218593 -0.700703 -0.570940 1.854 1.640 0.710
O 1.974773 -1.236473 -0.321170 -0.893 0.270 -0.850
C 2.630943 1.621697 0.466130 0.006 -1.355 -0.298
C 2.494283 1.255777 -2.028270 -0.744 -0.232 -0.554
C 4.300293 -3.070593 -0.721160 -0.173 1.538 -0.175
H 3.973953 -2.608043 -3.286140 0.102 -0.051 0.073
H 3.589273 -0.889383 -3.316890 0.532 0.031 -0.104
H 2.430903 -1.929023 -2.777160 -0.118 -0.510 0.449
H 5.923583 -1.119043 -0.529140 0.075 -0.192 0.288
H 6.061763 -1.559483 -2.192960 -0.207 -0.295 -0.171
H 5.085953 0.491747 -2.830600 -0.254 0.509 -0.230
H 6.531663 0.757727 -1.994690 0.146 0.039 0.481
H 4.799033 2.340467 -0.986810 -0.254 -0.001 -0.330
H 5.101463 1.090077 0.166490 0.236 -0.087 0.125
H 3.231513 1.386047 1.344700 -0.197 -0.212 0.145
H 2.608873 2.710287 0.415410 0.490 0.041 -0.776
H 1.584193 1.378397 0.648360 -0.007 -0.468 0.068
H 1.509483 0.788587 -2.026970 -0.157 -0.160 -0.013
H 2.296093 2.323827 -2.118200 0.261 0.194 0.424
H 2.966943 0.971387 -2.968380 0.144 -0.104 0.136
H 3.430813 -3.706853 -0.556030 -0.164 0.228 -0.266
H 4.825923 -2.984363 0.229830 -0.116 0.237 0.095
H 4.997353 -3.548403 -1.409580 -0.140 -0.203 -0.053
H 2.160113 -1.652133 0.524100 -0.790 -0.351 0.791
C 1.463683 -2.091443 3.076660 -1.138 1.427 0.156
O 2.020823 -2.293843 2.044730 1.880 -1.424 -2.432
N 1.998503 -2.306843 4.269440 0.646 -0.489 1.910
N 0.265143 -1.497123 3.128400 -1.391 0.556 0.758
H 2.929583 -2.693593 4.329560 -0.396 0.077 0.167
H 1.378103 -2.206873 5.060150 0.743 -0.327 0.125
H -0.033757 -1.151263 4.029030 -0.306 -0.028 -0.552
H -0.319007 -1.334153 2.320750 0.192 -0.058 0.187
C 0.818733 5.026927 2.991560 -0.466 1.967 1.862
O 1.241383 5.240577 4.094280 1.616 0.778 2.652
N 0.391053 5.927147 2.161290 -0.784 4.178 -2.950
N 0.490743 3.888497 2.566130 -0.355 -7.038 -1.161
H -0.069817 5.565067 1.338740 0.102 0.972 0.036
H 0.480383 6.914747 2.353030 0.005 -0.369 -0.222
H 0.554993 3.160857 3.263640 -0.202 -0.220 -0.516
H 0.065923 3.707647 1.667850 0.133 -0.268 0.249
C -1.771967 4.345717 -0.462250 -1.290 1.430 -0.415
O -0.996737 3.493537 -0.178260 2.821 -2.929 0.386
N -2.370257 5.069707 0.478740 -1.278 1.691 0.851
N -2.090037 4.664997 -1.714060 -0.554 0.627 -1.973
H -2.414847 4.770477 1.442370 0.175 0.047 -0.162
H -2.901987 5.873007 0.175320 -0.100 -0.208 0.554
H -2.815447 5.337097 -1.919420 0.207 -0.271 -0.006
H -1.679197 4.173317 -2.494800 0.028 0.068 0.370
C -3.541077 -0.916643 5.516940 2.044 0.476 6.262
O -3.851927 -0.820543 6.711150 -0.051 -0.991 0.338
N -4.262327 -0.568803 4.581250 -6.863 1.787 -5.759
N -2.322617 -1.074753 5.077030 4.167 -1.448 0.188
H -5.227857 -0.407243 4.829740 0.066 0.118 -0.547
H -3.950477 -0.669473 3.625880 -0.431 0.110 -0.138
H -1.643697 -1.251063 5.803720 0.207 0.202 -0.496
H -2.143437 -0.633703 4.186260 0.776 -0.382 -0.109
C -1.519057 2.851427 5.591060 -0.414 -2.268 -1.201
O -1.606327 2.924547 4.386960 -0.618 0.210 -2.299
N -1.903837 1.813017 6.302570 -1.346 -2.470 0.832
N -0.910357 3.685667 6.331290 2.545 4.730 2.631
H -2.341437 1.040347 5.821340 -0.049 0.127 0.633
H -1.834107 1.882977 7.307730 -0.474 -0.711 -0.383
H -0.781087 3.486957 7.313080 0.177 0.530 -0.401
H -0.538117 4.524547 5.909600 0.249 -0.078 0.209
C -1.993037 0.419547 1.360980 2.025 1.665 0.102
O -2.345337 -0.403473 2.150340 -1.675 -3.259 2.180
N -1.451527 0.272567 0.209940 1.065 -3.912 -6.021
N -1.722117 1.649047 1.650830 -1.241 4.395 3.938
H -1.006787 1.033367 -0.283500 0.034 -0.303 0.321
H -1.292247 -0.664563 -0.131390 -0.167 0.386 -0.263
H -1.758187 1.821907 2.645270 -0.406 1.123 0.064
H -1.752287 2.363997 0.938060 0.440 -0.011 0.602
```
Forces are in eV/Å.


| no. | E_tot (eV) |
| --- | --- |
| 1 | -11435.121 |
| 2 | -17673.219 |
| 3 | -83541.746 |
| 4 | -63134.813 |